Record 1
{"formula": "C42H30Cl2F6N3O6P2S2Sc", "method": "ωB97M-V/def2-TZVPD", "charge": 0, "e_tot_ev": -163088.378, "e_above_lowest_kj_mol": 304.3, "homo_lumo_gap_ha": [0.1347, 0.1352], "e_homo_ev": [-6.777, -6.782], "symbols": ["Sc", "C", "P", "C", "C", "C", "C", "C", "C", "C", "C", "C", "C", "C", "C", "C", "C", "C", "C", "C", "P", "C", "C", "C", "C", "C", "C", "C", "C", "C", "C", "C", "C", "N", "H", "H", "H", "H", "H", "H", "H", "H", "H", "H", "H", "H", "H", "H", "H", "H", "H", "H", "H", "H", "H", "H", "H", "H", "H", "H", "F", "C", "F", "F", "S", "O", "O", "N", "S", "O", "O", "C", "F", "F", "F", "Cl", "C", "C", "C", "Cl", "C", "C", "C", "C", "N", "C", "C", "O", "H", "H", "H", "H", "O", "C"], "xyz": [[1.85107, -2.15461, -0.82733], [-0.63471, -2.88686, 2.16417], [-1.70120, -1.57221, 1.35360], [-3.37628, -2.24030, 1.33666], [-4.42930, -1.34912, 1.01647], [-5.63613, -1.89237, 0.59386], [-5.85746, -3.27096, 0.66034], [-4.85366, -4.10986, 1.12249], [-3.63277, -3.59802, 1.54507], [-1.86216, -0.21503, 2.57997], [-2.47185, -0.36934, 3.83541], [-2.50757, 0.69758, 4.73869], [-2.04796, 1.97449, 4.40755], [-1.53744, 2.14959, 3.09804], [-1.38007, 1.08692, 2.21175], [0.76533, -2.40434, 2.38085], [1.51552, -2.48486, 3.56453], [2.55088, -1.55613, 3.50994], [2.36215, -0.92230, 2.25497], [3.03532, 0.35326, 1.87290], [1.72191, 1.71849, 1.50154], [1.68302, 1.97672, -0.27783], [1.23719, 3.23196, -0.65628], [1.28710, 3.92851, -1.99486], [0.97639, 3.02486, -3.96762], [0.56863, 1.57623, -3.63435], [1.45753, 0.72710, -1.17763], [2.80446, 3.06967, 2.06106], [3.99894, 3.36344, 1.42518], [4.83493, 4.33382, 1.95966], [4.39704, 5.11784, 3.02765], [3.17055, 4.84881, 3.63841], [2.34828, 3.80944, 3.15429], [1.41907, -1.53873, 1.46903], [-1.05216, -3.15830, 3.14715], [-0.58353, -3.79914, 1.50397], [-4.22448, -0.31166, 1.03029], [-6.38539, -1.25371, 0.13670], [-6.73817, -3.74442, 0.25496], [-5.03968, -5.17503, 1.19006], [-2.89335, -4.25964, 1.99824], [-2.82727, -1.37855, 4.07114], [-2.90062, 0.49860, 5.74760], [-2.16341, 2.80653, 5.09023], [-1.19059, 3.11493, 2.70144], [-1.00140, 1.27869, 1.18573], [1.34422, -3.22774, 4.35491], [3.30129, -1.40188, 4.28683], [3.59846, 0.67024, 2.76351], [3.70968, 0.13066, 1.02128], [0.77821, 3.89356, 0.13424], [1.62830, 4.96193, -1.77225], [1.08754, 3.29392, -5.03101], [0.63316, 0.91444, -4.50269], [0.41909, 0.32259, -1.01454], [4.25340, 2.81017, 0.54429], [5.83752, 4.51803, 1.59062], [5.00698, 5.92318, 3.39299], [2.87214, 5.34605, 4.55020], [1.40683, 3.57942, 3.58363], [0.84848, -2.10074, -5.85813], [1.04858, -3.22057, -5.11005], [0.73585, -4.28957, -5.89788], [2.36000, -3.29954, -4.80490], [-0.05051, -3.28183, -3.59892], [0.47934, -2.26707, -2.60391], [-1.33245, -3.03821, -4.20456], [0.26705, -4.72170, -3.08174], [0.25156, -5.13714, -1.56225], [0.66588, -4.03820, -0.60090], [0.71871, -6.47332, -1.39133], [-1.59866, -5.26160, -1.11495], [-2.25545, -6.19190, -1.84160], [-1.59436, -5.66201, 0.19095], [-2.28996, -4.13979, -1.18017], [4.51579, 1.65784, -2.90260], [2.78972, 1.91347, -2.86941], [2.27637, 3.25278, -3.15979], [0.04511, 3.85193, -3.04862], [-0.48481, 5.51378, -3.63449], [-1.15526, 2.93676, -2.67073], [-2.50419, 3.20765, -2.42951], [-3.35477, 2.10454, -2.33404], [-2.96443, 0.81976, -2.74405], [-1.66919, 0.54573, -3.08241], [-0.83923, 1.60686, -3.07290], [1.66311, 1.15097, -2.61077], [2.39965, -0.33892, -1.09228], [2.93989, 4.00845, -3.52775], [-2.89324, 4.24377, -2.37789], [-4.38446, 2.27929, -2.01036], [-3.67881, -0.00314, -2.90748], [4.54523, -3.33619, -1.66945], [3.56596, -3.06866, -1.10284]]}

Record 2
{"formula": "C42H31F3NO18P", "method": "ωB97M-V/def2-TZVPD", "charge": 0, "e_tot_ev": -99843.859, "homo_lumo_gap_ha": 0.2772, "e_homo_ev": -9.214, "symbols": ["C", "C", "O", "C", "C", "C", "C", "C", "C", "C", "C", "P", "O", "O", "O", "C", "O", "C", "C", "C", "C", "C", "C", "C", "N", "C", "C", "C", "C", "F", "F", "F", "C", "C", "O", "H", "H", "H", "H", "H", "H", "H", "H", "H", "H", "H", "H", "H", "H", "H", "H", "H", "H", "H", "O", "C", "C", "C", "O", "C", "O", "C", "C", "O", "H", "H", "H", "H", "O", "C", "C", "C", "O", "C", "O", "C", "C", "O", "H", "H", "H", "H", "O", "C", "C", "C", "O", "C", "O", "C", "C", "O", "H", "H", "H", "H"], "xyz": [[7.86702, -4.48498, 2.37460], [6.54021, -4.00206, 1.79250], [6.66882, -2.84001, 0.98036], [5.93283, -2.88756, -0.23022], [4.60954, -2.12152, -0.15822], [4.67039, -0.79703, -0.54413], [3.57129, 0.03322, -0.52799], [2.38166, -0.48427, -0.08123], [2.28534, -1.81348, 0.31613], [3.38768, -2.65715, 0.26461], [3.25322, -4.12219, 0.65811], [3.45358, -5.30351, -0.75614], [2.35284, -6.26185, -0.69034], [4.85303, -6.15000, -0.65369], [3.34054, -4.42891, -2.12097], [0.93401, -2.26224, 0.79418], [0.73588, -3.06466, 1.68722], [-0.27427, -1.62294, 0.12938], [-1.41601, -2.36291, -0.03002], [-2.55276, -1.80772, -0.60222], [-3.80555, -2.63835, -0.77640], [-3.80022, -3.95849, -0.33085], [-4.98468, -4.65687, -0.55695], [-6.01176, -3.97893, -1.18337], [-6.03768, -2.71944, -1.57615], [-4.91189, -2.04153, -1.36616], [-2.46058, -0.47023, -0.98207], [-1.31454, 0.27062, -0.83808], [-1.32708, 1.73281, -1.28379], [-1.31234, 2.58578, -0.25654], [-0.26729, 2.03395, -2.05879], [-2.41960, 1.95044, -2.04561], [-0.18181, -0.29929, -0.26932], [1.13892, 0.39354, -0.04988], [1.25524, 1.58944, 0.13551], [7.65022, -5.42681, 2.90303], [8.62924, -4.72269, 1.62499], [8.26415, -3.80218, 3.13355], [6.04766, -4.85070, 1.30171], [5.89892, -3.72818, 2.65101], [6.54673, -2.34336, -0.96438], [5.83169, -3.90459, -0.62928], [5.61260, -0.38177, -0.90148], [3.62155, 1.06911, -0.85065], [2.27762, -4.37359, 1.07302], [3.98793, -4.35852, 1.43703], [5.34189, -5.99112, -1.47558], [4.15813, -4.41666, -2.63627], [-1.36805, -3.38599, 0.32666], [-2.94337, -4.41958, 0.14028], [-5.08558, -5.69900, -0.25616], [-6.91998, -4.55806, -1.37832], [-4.89252, -1.00542, -1.68957], [-3.32851, 0.01943, -1.40586], [-1.77304, 8.93894, -1.71761], [-2.57954, 8.05812, -1.48720], [-4.01651, 8.21147, -1.66500], [-4.84013, 7.19739, -1.37231], [-6.16129, 7.28879, -1.52015], [-4.32254, 5.88640, -0.85522], [-5.12303, 5.00916, -0.58992], [-2.88417, 5.72836, -0.70108], [-2.05974, 6.74155, -0.99735], [-0.73635, 6.64514, -0.87596], [-4.37660, 9.16096, -2.03561], [-6.51875, 6.42487, -1.23895], [-2.52178, 4.77446, -0.34493], [-0.37466, 7.51224, -1.15281], [-5.56849, -7.07266, 1.16874], [-4.82270, -7.85242, 1.73791], [-4.76495, -7.97624, 3.18507], [-3.91213, -8.83839, 3.75381], [-3.82717, -8.98578, 5.07361], [-2.99436, -9.69509, 2.93248], [-2.22956, -10.44568, 3.50576], [-3.06955, -9.58747, 1.48157], [-3.92434, -8.72874, 0.91410], [-4.02567, -8.60269, -0.41103], [-5.42898, -7.35203, 3.76621], [-3.13958, -9.66303, 5.22164], [-2.41618, -10.22183, 0.89942], [-4.70782, -7.92443, -0.56492], [3.25488, 13.47539, 0.69119], [2.63542, 12.60123, 0.11407], [1.26494, 12.76613, -0.34746], [0.63542, 11.75555, -0.96212], [-0.61758, 11.85728, -1.40129], [1.30750, 10.43621, -1.19251], [0.66908, 9.56038, -1.74216], [2.68649, 10.27666, -0.75116], [3.31587, 11.28755, -0.13986], [4.57764, 11.19084, 0.27925], [0.79099, 13.72166, -0.17308], [-0.83861, 10.98869, -1.79870], [3.16512, 9.32564, -0.93848], [4.78813, 12.05348, 0.68481]]}

Record 3
{"formula": "C42H32ClN4O10PV", "method": "ωB97M-V/def2-TZVPD", "s_squared": 0.761, "spin_multiplicity": 2, "charge": -2, "e_tot_ev": -118012.219, "e_above_lowest_kj_mol": 237.3, "homo_lumo_gap_ha": [0.2477, 0.2465], "e_homo_ev": [-2.602, -2.568], "symbols": ["V", "O", "C", "C", "C", "N", "C", "C", "C", "O", "O", "C", "O", "O", "H", "H", "H", "C", "O", "C", "C", "C", "C", "C", "C", "N", "N", "C", "O", "C", "C", "C", "C", "C", "C", "C", "O", "H", "H", "H", "H", "H", "H", "H", "H", "H", "H", "H", "H", "N", "P", "C", "C", "C", "C", "C", "C", "C", "C", "C", "C", "C", "C", "C", "C", "C", "C", "C", "C", "H", "H", "H", "H", "H", "H", "H", "H", "H", "H", "H", "H", "H", "H", "H", "Cl", "C", "C", "O", "O", "H", "H"], "xyz": [[0.52536, -0.56616, 0.79701], [-5.45814, -0.45329, 2.13381], [-4.11146, -0.64891, 2.07483], [-3.56477, -1.89968, 1.90501], [-2.19138, -2.06571, 1.81765], [-1.36643, -0.99234, 1.86544], [-1.92776, 0.21843, 2.10038], [-3.27223, 0.43720, 2.22638], [-0.94460, 1.34955, 2.25758], [-1.31197, 2.43981, 2.67618], [0.25566, 1.01345, 1.94916], [-1.72621, -3.56828, 1.80331], [-2.68994, -4.36777, 1.85528], [-0.50660, -3.79013, 1.75786], [-5.87377, -1.31042, 2.01130], [-4.16505, -2.80012, 1.84717], [-3.63676, 1.43889, 2.41548], [2.84683, 0.77950, -2.85950], [3.35321, 1.95809, -2.22942], [3.51569, 2.01765, -0.87014], [4.36002, 3.01908, -0.43740], [4.65347, 3.20608, 0.91642], [4.13896, 2.31852, 1.83593], [3.28237, 1.29655, 1.42328], [2.95786, 0.19517, 2.30767], [2.07119, -0.67782, 2.05071], [2.01459, -1.83231, 2.80995], [2.45329, -2.93969, 2.22403], [2.93842, -3.08730, 1.08006], [2.42009, -4.13442, 3.14145], [2.94702, -4.05341, 4.42468], [3.04940, -5.18958, 5.22448], [2.60900, -6.41723, 4.74721], [2.06069, -6.49599, 3.46897], [1.97968, -5.36525, 2.66864], [2.85985, 1.17962, 0.07537], [1.95058, 0.31145, -0.27888], [2.75236, 1.03341, -3.91677], [3.54594, -0.05496, -2.74562], [1.88688, 0.47517, -2.46639], [4.77850, 3.67742, -1.19239], [5.30340, 4.01679, 1.22702], [4.39547, 2.39448, 2.88994], [3.59508, 0.01519, 3.16857], [3.27429, -3.08819, 4.79360], [3.47572, -5.11497, 6.22011], [2.68897, -7.30538, 5.36432], [1.69398, -7.44658, 3.09480], [1.53566, -5.41716, 1.68259], [-0.66652, 0.30729, -0.40027], [-1.09730, 1.46828, -1.30162], [-1.34541, 0.89738, -3.02823], [-0.88890, -0.38212, -3.32514], [-1.07771, -0.91966, -4.59389], [-1.72537, -0.17439, -5.57191], [-2.20087, 1.10082, -5.27581], [-2.02036, 1.62988, -4.00490], [-0.18865, 3.04874, -1.48156], [0.21326, 3.54187, -2.72016], [0.87398, 4.76152, -2.81526], [1.15386, 5.49063, -1.66993], [0.77667, 4.99632, -0.42554], [0.11381, 3.78303, -0.32752], [-2.80709, 2.03654, -0.92395], [-3.18309, 3.33815, -0.60852], [-4.50821, 3.62810, -0.28777], [-5.46360, 2.62213, -0.28761], [-5.09350, 1.31519, -0.59057], [-3.77300, 1.02432, -0.89455], [-0.40238, -0.94740, -2.54046], [-0.72590, -1.92320, -4.80985], [-1.87232, -0.58827, -6.56376], [-2.71860, 1.67535, -6.03647], [-2.41039, 2.61548, -3.76591], [0.01435, 2.97184, -3.61942], [1.18697, 5.13041, -3.78617], [1.68166, 6.43565, -1.74182], [1.01319, 5.54955, 0.47688], [-0.18102, 3.42119, 0.64922], [-2.44526, 4.13004, -0.60963], [-4.79201, 4.64471, -0.03756], [-6.49600, 2.85201, -0.04762], [-5.83538, 0.52432, -0.57453], [-3.46416, 0.00269, -1.10009], [2.02814, -2.96529, -2.67045], [1.11535, -3.85985, -1.39095], [-0.00311, -2.97008, -0.89033], [-1.13158, -3.08496, -1.27460], [0.40966, -2.02423, -0.03175], [1.81779, -4.06660, -0.58905], [0.69658, -4.74581, -1.84807]]}

Record 4
{"formula": "C42H33AsCaFN4O4", "method": "ωB97M-V/def2-TZVPD", "charge": 1, "e_tot_ev": -140234.518, "e_above_lowest_kj_mol": 23.3, "homo_lumo_gap_ha": 0.3084, "e_homo_ev": -10.526, "symbols": ["Ca", "C", "C", "C", "C", "C", "C", "C", "F", "C", "C", "C", "O", "C", "C", "N", "C", "C", "O", "O", "H", "H", "H", "H", "H", "H", "H", "H", "H", "H", "H", "N", "C", "C", "C", "C", "C", "C", "C", "N", "C", "C", "N", "C", "H", "H", "H", "H", "H", "H", "H", "O", "As", "C", "C", "C", "C", "C", "C", "C", "C", "C", "C", "C", "C", "C", "C", "C", "C", "C", "C", "H", "H", "H", "H", "H", "H", "H", "H", "H", "H", "H", "H", "H", "H", "H"], "xyz": [[1.20011, 0.12504, 0.42820], [0.43386, 4.27354, -5.55564], [0.12349, 2.82037, -5.88684], [0.77864, 2.42669, -7.20138], [0.46469, 0.98324, -7.53992], [0.91491, 0.09151, -6.42211], [1.30147, -1.20434, -6.66038], [1.71104, -2.02775, -5.61213], [2.07183, -3.28685, -5.90495], [1.75008, -1.58780, -4.32391], [1.36508, -0.26397, -4.05586], [1.38221, 0.19289, -2.67699], [1.72887, -0.56358, -1.73665], [0.94458, 1.54134, -2.47347], [0.55330, 2.30380, -3.52772], [0.56722, 1.88994, -4.81017], [0.95130, 0.58534, -5.09671], [0.94016, 1.99136, -1.03401], [-0.13747, 1.87237, -0.38784], [2.05906, 2.08681, -0.47294], [0.30564, 4.86539, -6.46087], [1.46638, 4.38722, -5.22207], [-0.22908, 4.69932, -4.80462], [-0.96055, 2.69286, -5.98451], [1.85910, 2.57688, -7.12145], [0.41317, 3.09619, -7.97976], [0.94017, 0.68145, -8.47298], [-0.61471, 0.86932, -7.68472], [1.29300, -1.60432, -7.66638], [2.06711, -2.22416, -3.51096], [0.20837, 3.31262, -3.36381], [6.46724, 4.41781, 9.07094], [5.85692, 3.80524, 8.31508], [5.09633, 3.04224, 7.37036], [5.39040, 3.12434, 6.01201], [4.65803, 2.39204, 5.09666], [3.62357, 1.57160, 5.53462], [3.32881, 1.48647, 6.89089], [4.06312, 2.21945, 7.80518], [2.85879, 0.82047, 4.59513], [1.79806, -0.02303, 4.87056], [1.36627, -0.49839, 3.67620], [2.14541, 0.02039, 2.66511], [3.01563, 0.80899, 3.25071], [6.19353, 3.76325, 5.67313], [4.90805, 2.47635, 4.05001], [2.53158, 0.85500, 7.25057], [3.83418, 2.15397, 8.85942], [1.44639, -0.20887, 5.86675], [0.56072, -1.18537, 3.47745], [3.76282, 1.38729, 2.73618], [-0.37942, -1.34600, 0.67621], [-1.94591, -1.79940, 0.97170], [-2.99578, -1.39832, -0.57895], [-2.80656, -0.15657, -1.17898], [-3.55128, 0.17026, -2.30103], [-4.47196, -0.73164, -2.81806], [-4.65432, -1.96779, -2.21706], [-3.91477, -2.30564, -1.09203], [-2.62815, -0.75149, 2.43157], [-2.15604, 0.55306, 2.54314], [-2.62876, 1.37463, 3.55492], [-3.57396, 0.89913, 4.45201], [-4.06703, -0.39094, 4.32477], [-3.60253, -1.21551, 3.31082], [-2.00384, -3.68606, 1.25856], [-2.27561, -4.27274, 2.48852], [-2.20626, -5.65232, 2.62286], [-1.85684, -6.44043, 1.53687], [-1.55921, -5.85254, 0.31488], [-1.62615, -4.47644, 0.17499], [-2.07607, 0.54739, -0.79049], [-3.41397, 1.13580, -2.77073], [-5.05102, -0.46870, -3.69370], [-5.37004, -2.67106, -2.62103], [-4.05816, -3.27268, -0.62346], [-1.43542, 0.94577, 1.83492], [-2.26335, 2.38987, 3.63404], [-3.94114, 1.54248, 5.24062], [-4.82342, -0.75481, 5.00711], [-4.03710, -2.19999, 3.19058], [-2.51130, -3.66960, 3.35460], [-2.41780, -6.10817, 3.58071], [-1.80384, -7.51561, 1.64442], [-1.27017, -6.46483, -0.52854], [-1.38171, -4.02107, -0.77818]]}

no.,M (g mol⁻¹)
1,1028.6
2,925.7
3,870.1
4,791.7